Density functional theory data (ωB97M-V/def2-TZVPD) for C22H27N3O3S2 in the gas phase at a distorted geometry.

Geometry (Å):
S (-0.3631, 2.8233, -0.1317)
S (-1.1021, -1.3033, -1.1413)
O (-0.8836, -2.6445, -0.6671)
O (1.5915, -0.2169, 2.6345)
O (-0.8065, -1.0080, -2.5141)
N (2.0105, -0.8360, -2.3745)
N (-0.1613, -0.3216, -0.2131)
N (1.2508, -2.1261, 1.4640)
C (4.2722, 0.1477, 0.1908)
C (1.0073, 4.0044, -0.2262)
C (2.7735, 0.0831, -1.7191)
C (-4.9235, -1.2912, 0.1702)
C (-4.4686, 0.8626, -0.7817)
C (0.0199, 2.1131, 1.5130)
C (2.9970, 1.4271, -1.9894)
C (3.2489, -3.0026, 0.3359)
C (-0.8688, 0.9200, 1.8381)
C (-5.3516, -0.0060, -0.1443)
C (2.0997, -2.0283, -1.7162)
C (2.9593, -1.9284, -0.6609)
C (-0.3793, -0.3917, 1.2192)
C (-2.7835, -0.8239, -0.7734)
C (3.4086, -0.5729, -0.6331)
C (-3.1845, 0.4586, -1.0969)
C (-6.7456, 0.4365, 0.1741)
C (3.8608, 2.1123, -1.1605)
C (-3.6389, -1.7033, -0.1419)
C (0.9394, -0.8830, 1.8561)
C (4.4861, 1.4802, -0.0814)
C (2.5700, -2.6793, 1.6781)
H (0.9167, 4.7226, 0.5844)
H (-7.3710, 0.3513, -0.7146)
H (-4.7905, 1.8632, -1.0288)
H (4.3231, -3.1100, 0.4996)
H (-5.5995, -1.9738, 0.6638)
H (1.3122, -0.6418, -3.0737)
H (0.9286, 4.5091, -1.1831)
H (1.0696, 1.8219, 1.5201)
H (1.5424, -2.8798, -2.0561)
H (0.6797, -2.5530, 0.7422)
H (-0.0225, 0.6114, -0.5805)
H (-0.1420, 2.9111, 2.2390)
H (1.9459, 3.4605, -0.1623)
H (3.1331, -1.9218, 2.2277)
H (-7.1824, -0.1791, 0.9559)
H (2.5098, 1.9145, -2.8216)
H (2.8612, -3.9477, -0.0490)
H (-2.4921, 1.1245, -1.5875)
H (4.7655, -0.3294, 1.0240)
H (-3.2877, -2.6962, 0.0916)
H (5.1523, 2.0553, 0.5456)
H (2.4980, -3.5823, 2.2935)
H (-1.1340, -1.1699, 1.3912)
H (-0.8715, 0.7823, 2.9211)
H (-1.8925, 1.1228, 1.5112)
H (-6.7581, 1.4767, 0.4911)
H (4.0707, 3.1559, -1.3520)

## Properties
Frontier orbital gap in eV: 8.13
Strongest force on any atom in eV Å⁻¹: 1.150
HOMO in eV: -7.6
SMILES: CSCC[C@@H](NS(=O)(=O)c1ccc(C)cc1)C(=O)NCCc1c[nH]c2ccccc12
Total charge: 0
LUMO in eV: 0.5260
Spin multiplicity: 1
E_tot in hartree: -2040.94333



Density functional theory data (ωB97M-V/def2-TZVPD) for a molecular structure, C22H27N3O3STi at a distorted geometry.

Geometry (Å):
Ti (-0.5936, 0.2185, -0.4645)
S (-1.1966, -2.6857, -0.8774)
O (-0.9243, -3.9619, -0.1775)
O (1.0069, 1.0649, -0.7738)
O (-2.1337, 0.1151, -1.4176)
N (-0.2766, -1.3677, 0.4268)
N (-1.1144, 1.8594, 0.2983)
N (-0.0179, 2.5375, 0.7109)
C (3.0650, -2.1700, 1.7652)
C (1.0005, -0.3918, 2.1875)
C (-3.2808, 0.5369, -0.9150)
C (4.8348, 3.4435, 1.5893)
C (3.6341, 3.8886, 2.1527)
C (2.1721, -0.2634, 2.8892)
C (-4.5109, -0.2170, -1.3929)
C (-2.3356, 2.3702, 0.4350)
C (-3.4212, 1.6340, -0.0938)
C (1.0941, 1.9813, 0.2017)
C (0.8284, -1.3816, 1.1661)
C (0.2502, -2.5605, -2.0492)
C (-2.3522, -3.4362, -2.3395)
C (0.1647, -1.3904, -3.0043)
C (-2.5366, 3.7161, 1.0909)
C (2.3546, 2.4588, 0.6583)
C (3.5826, 2.0132, 0.1059)
C (1.8865, -2.3340, 1.0702)
C (3.2421, -1.1233, 2.6588)
C (-3.4987, -4.0630, -1.5795)
C (2.4302, 3.4142, 1.7087)
C (4.7802, 2.5033, 0.5550)
H (1.1228, -2.4578, -1.4067)
H (-2.6882, -2.5795, -2.9249)
H (5.7111, 2.1581, 0.1129)
H (1.7653, -3.1921, 0.4201)
H (-1.8701, -4.1563, -3.0037)
H (-4.4205, 1.9723, 0.1514)
H (5.7876, 3.8071, 1.9607)
H (1.4992, 3.7529, 2.1386)
H (3.5448, 1.2768, -0.6856)
H (-2.4854, 3.6329, 2.1798)
H (0.1580, 0.2789, 2.3787)
H (0.2886, -3.5265, -2.5552)
H (3.6682, 4.6162, 2.9617)
H (-4.4415, -0.4032, -2.4673)
H (4.1871, -0.9756, 3.1687)
H (1.0565, -1.3403, -3.6361)
H (-1.7429, 4.3936, 0.7680)
H (-0.7143, -1.4735, -3.6443)
H (2.2730, 0.5227, 3.6300)
H (-5.4292, 0.3303, -1.1752)
H (-4.2667, -4.5215, -2.2132)
H (0.1012, -0.4588, -2.4037)
H (-4.5600, -1.1893, -0.8988)
H (-3.0846, -4.8260, -0.9264)
H (3.8852, -2.8698, 1.6045)
H (-3.5083, 4.1327, 0.8260)
H (-3.9715, -3.3135, -0.9455)

## Properties
Frontier orbital gap (spin up / spin down) in eV: 3.35 / 5.56
Strongest force on any atom in eV Å⁻¹: 2.702
HOMO (spin up / spin down) in eV: 1.5 / -0.8
Total charge: -2
LUMO (spin up / spin down) in eV: 4.8352 / 4.8006
Spin multiplicity: 3
E_tot in hartree: -2492.09394



Density functional theory data (ωB97M-V/def2-TZVPD) for C22H27N3O6S in the gas phase at a distorted geometry.

Geometry (Å):
S (2.1750, -1.4321, -1.3889)
O (1.0450, -2.3169, -1.4153)
O (-2.6375, 3.6181, 1.1995)
O (-1.9308, -2.2122, 0.3880)
O (3.1192, -1.4772, -2.4640)
O (-3.0912, 1.3623, -1.2571)
O (0.4485, 4.1224, -0.4434)
N (-1.2054, 2.0558, 0.4101)
N (-4.0448, -0.2172, 0.0413)
N (3.0080, -1.7870, 0.0005)
C (-2.4492, -4.3605, 0.1721)
C (-3.2158, -2.3658, 0.7883)
C (2.0003, 2.5897, -1.3296)
C (0.7834, 2.8312, -0.7057)
C (2.2631, -1.9479, 1.2240)
C (-5.0144, -0.5524, -0.9801)
C (-1.4789, -3.4229, 0.0118)
C (4.3778, 0.0190, 0.9888)
C (1.5804, 0.2500, -1.2126)
C (-3.1117, 0.7189, -0.2275)
C (3.6741, 1.0970, 3.1531)
C (-0.9359, 4.3624, -0.3150)
C (2.2478, -0.6759, 2.0749)
C (3.6759, -0.1895, 2.3328)
C (-0.0550, 1.7666, -0.3262)
C (-3.5836, -3.6728, 0.6724)
C (0.3533, 0.4684, -0.6150)
C (4.3436, -1.2675, 0.1613)
C (2.4113, 1.2911, -1.5731)
C (-1.6821, 3.3323, 0.5140)
C (-2.0870, 1.0109, 0.8832)
C (-3.9859, -1.1369, 1.1622)
H (3.3485, 1.0748, -2.0589)
H (-1.4147, 4.3745, -1.3075)
H (4.7381, -1.1098, -0.8424)
H (1.2546, -2.2502, 0.9426)
H (-2.6170, 1.4175, 1.7508)
H (-0.2589, -0.3913, -0.4008)
H (4.9467, -2.0382, 0.6563)
H (5.4164, 0.3126, 1.1489)
H (3.8764, 0.8224, 0.4454)
H (-6.0229, -0.4738, -0.5709)
H (2.6101, 3.4355, -1.6029)
H (4.2127, -0.9651, 2.8914)
H (1.6921, 0.1091, 1.5577)
H (3.1473, 1.8858, 2.6198)
H (-4.8985, 0.1513, -1.8012)
H (-1.5159, 0.1295, 1.1668)
H (4.6915, 1.4310, 3.3411)
H (2.7232, -2.7637, 1.7951)
H (-5.0069, -1.4289, 1.4209)
H (3.1815, 0.9404, 4.1099)
H (-4.8514, -1.5681, -1.3467)
H (-2.3760, -5.4062, -0.0428)
H (-4.5381, -4.0936, 0.9149)
H (-1.0443, 5.3480, 0.1414)
H (-0.4836, -3.4648, -0.3863)
H (1.7447, -0.8848, 3.0209)
H (-3.5412, -0.6423, 2.0279)

## Properties
Frontier orbital gap in eV: 9.17
Strongest force on any atom in eV Å⁻¹: 1.072
HOMO in eV: -8.6
SMILES: CC1CCN(S(=O)(=O)c2ccc3c(c2)N(CC(=O)N(C)Cc2ccco2)C(=O)CO3)CC1
Total charge: 0
LUMO in eV: 0.5809
Spin multiplicity: 1
E_tot in hartree: -1868.44156



Density functional theory data (ωB97M-V/def2-TZVPD) for a gas-phase ion, C22H27N4O4S (charge +1) at a distorted geometry.

Geometry (Å):
S (0.9392, -1.4003, 0.8996)
O (-3.4025, -4.1706, -0.0092)
O (3.5458, 2.1421, 1.1587)
O (6.5070, -3.3429, -0.3144)
O (6.2996, -2.2622, 1.5334)
N (1.4608, 1.3193, 0.9167)
N (-0.8125, 3.1126, -0.1429)
N (-0.6571, 0.5603, 0.3542)
N (6.0055, -2.4974, 0.3861)
C (-0.7245, -1.7600, 0.5017)
C (0.4140, 3.5577, 0.5671)
C (-1.3282, -3.0017, 0.4287)
C (4.9395, -1.6984, -0.2005)
C (-2.3999, 3.2806, 1.7731)
C (-1.4239, -0.5681, 0.2448)
C (-0.6938, 3.2327, -1.6181)
C (0.5757, 0.2958, 0.6722)
C (2.8434, 1.2555, 0.7445)
C (3.3640, 0.0890, -0.0154)
C (-0.6374, 4.6656, -2.1241)
C (-3.8694, -6.4978, 0.0395)
C (0.9293, 2.5175, 1.5625)
C (3.4582, -1.2480, -2.0203)
C (2.8987, -0.2097, -1.2958)
C (-3.3848, -1.8548, -0.1589)
C (-2.7998, -5.4365, 0.2318)
C (-2.7769, -0.6287, -0.0892)
C (4.4782, -2.0066, -1.4723)
C (-2.6807, -3.0516, 0.0953)
C (4.4083, -0.6466, 0.5289)
C (-2.0516, 3.7429, 0.3681)
H (4.9265, -2.8268, -2.0124)
H (0.2101, 2.6973, -1.9168)
H (-4.4289, -1.9408, -0.4114)
H (-4.6870, -6.3341, 0.7356)
H (-4.2610, -6.4543, -0.9728)
H (0.2134, 4.4881, 1.1003)
H (4.8023, -0.4151, 1.5071)
H (-1.9734, -5.5929, -0.4735)
H (-0.4542, 4.6511, -3.1948)
H (0.1663, 5.2275, -1.6565)
H (-2.4541, 2.1958, 1.8244)
H (-0.7566, -3.8908, 0.6337)
H (3.0986, -1.4664, -3.0134)
H (2.1047, 0.3799, -1.7321)
H (-1.5749, 5.1874, -1.9575)
H (-1.6851, 3.6405, 2.5074)
H (1.2031, 3.7512, -0.1612)
H (-2.8610, 3.4678, -0.3111)
H (0.1518, 2.2186, 2.2661)
H (-2.4065, -5.4698, 1.2559)
H (-3.3744, 3.6780, 2.0430)
H (1.7666, 2.9600, 2.1121)
H (-3.4451, -7.4816, 0.2147)
H (-3.3302, 0.2759, -0.2846)
H (-1.5488, 2.7183, -2.0624)
H (-0.8874, 2.0168, 0.0660)
H (-1.9391, 4.8288, 0.3484)

## Properties
Frontier orbital gap in eV: 8.15
Strongest force on any atom in eV Å⁻¹: 1.094
HOMO in eV: -11.1
SMILES: CCOc1ccc2nc(N(CC[NH+](CC)CC)C(=O)c3cccc([N+](=O)[O-])c3)sc2c1
Total charge: +1
LUMO in eV: -2.9143
Spin multiplicity: 1
E_tot in hartree: -1772.42508



Please write out number 4 again, unchanged.
Density functional theory data (ωB97M-V/def2-TZVPD) for a gas-phase ion, C22H27N4O4S (charge +1) at a distorted geometry.

Geometry (Å):
S (0.9392, -1.4003, 0.8996)
O (-3.4025, -4.1706, -0.0092)
O (3.5458, 2.1421, 1.1587)
O (6.5070, -3.3429, -0.3144)
O (6.2996, -2.2622, 1.5334)
N (1.4608, 1.3193, 0.9167)
N (-0.8125, 3.1126, -0.1429)
N (-0.6571, 0.5603, 0.3542)
N (6.0055, -2.4974, 0.3861)
C (-0.7245, -1.7600, 0.5017)
C (0.4140, 3.5577, 0.5671)
C (-1.3282, -3.0017, 0.4287)
C (4.9395, -1.6984, -0.2005)
C (-2.3999, 3.2806, 1.7731)
C (-1.4239, -0.5681, 0.2448)
C (-0.6938, 3.2327, -1.6181)
C (0.5757, 0.2958, 0.6722)
C (2.8434, 1.2555, 0.7445)
C (3.3640, 0.0890, -0.0154)
C (-0.6374, 4.6656, -2.1241)
C (-3.8694, -6.4978, 0.0395)
C (0.9293, 2.5175, 1.5625)
C (3.4582, -1.2480, -2.0203)
C (2.8987, -0.2097, -1.2958)
C (-3.3848, -1.8548, -0.1589)
C (-2.7998, -5.4365, 0.2318)
C (-2.7769, -0.6287, -0.0892)
C (4.4782, -2.0066, -1.4723)
C (-2.6807, -3.0516, 0.0953)
C (4.4083, -0.6466, 0.5289)
C (-2.0516, 3.7429, 0.3681)
H (4.9265, -2.8268, -2.0124)
H (0.2101, 2.6973, -1.9168)
H (-4.4289, -1.9408, -0.4114)
H (-4.6870, -6.3341, 0.7356)
H (-4.2610, -6.4543, -0.9728)
H (0.2134, 4.4881, 1.1003)
H (4.8023, -0.4151, 1.5071)
H (-1.9734, -5.5929, -0.4735)
H (-0.4542, 4.6511, -3.1948)
H (0.1663, 5.2275, -1.6565)
H (-2.4541, 2.1958, 1.8244)
H (-0.7566, -3.8908, 0.6337)
H (3.0986, -1.4664, -3.0134)
H (2.1047, 0.3799, -1.7321)
H (-1.5749, 5.1874, -1.9575)
H (-1.6851, 3.6405, 2.5074)
H (1.2031, 3.7512, -0.1612)
H (-2.8610, 3.4678, -0.3111)
H (0.1518, 2.2186, 2.2661)
H (-2.4065, -5.4698, 1.2559)
H (-3.3744, 3.6780, 2.0430)
H (1.7666, 2.9600, 2.1121)
H (-3.4451, -7.4816, 0.2147)
H (-3.3302, 0.2759, -0.2846)
H (-1.5488, 2.7183, -2.0624)
H (-0.8874, 2.0168, 0.0660)
H (-1.9391, 4.8288, 0.3484)

## Properties
Frontier orbital gap in eV: 8.15
Strongest force on any atom in eV Å⁻¹: 1.094
HOMO in eV: -11.1
SMILES: CCOc1ccc2nc(N(CC[NH+](CC)CC)C(=O)c3cccc([N+](=O)[O-])c3)sc2c1
Total charge: +1
LUMO in eV: -2.9143
Spin multiplicity: 1
E_tot in hartree: -1772.42508



Q: Among the records above, which one has the lowest strongest force on any atom?
A: C22H27N3O6S